(1)
{
  "formula": "C3H6N2O2",
  "method": "ωB97M-V/def2-TZVPD",
  "symbols": ["C", "C", "C", "H", "H", "H", "H", "H", "H", "N", "N", "O", "O"],
  "positions_angstrom": [[2.00150, 0.23132, -0.11180], [0.99140, -0.92426, -0.13551], [-1.69327, 1.04811, -0.03410], [1.83698, 1.34744, -0.09703], [2.48755, 0.00242, 0.86291], [2.91814, 0.02090, -0.58870], [1.51062, -1.99544, -0.10186], [-1.57375, 2.13149, 0.68847], [-2.04671, -1.16924, -0.10548], [-0.20992, -0.69639, 0.10997], [-2.88287, 0.38209, -0.14664], [-0.35794, 0.67996, -0.27200], [-2.98170, -1.05840, -0.06823]],
  "forces_ev_per_angstrom": [[1.1, -0.1, 1.7], [3.8, -0.9, 0.6], [-2.2, 0.3, 1.7], [-0.5, -1.7, -0.4], [-0.7, 0.3, 0.3], [0.7, -0.3, -1.8], [-1.7, 2.3, 0.2], [-1.3, -3.0, -3.2], [1.6, -1.9, 0.2], [-0.7, -0.2, -1.7], [2.9, 2.5, 2.2], [-3.1, -0.2, 1.4], [0.2, 2.8, -1.3]],
  "smiles": "C/C=N\\O/C=N\\O",
  "de_lowest_kj_mol": 801.9
}

---

(2)
{
  "formula": "C4H10O2",
  "method": "ωB97M-V/def2-TZVPD",
  "symbols": ["O", "C", "C", "C", "C", "O", "H", "H", "H", "H", "H", "H", "H", "H", "H", "H"],
  "positions_angstrom": [[0.63240, -1.11763, 0.08783], [1.33464, -0.10294, 0.70985], [0.97620, 1.21587, 0.00656], [-0.53699, 1.22371, -0.11963], [-1.07485, -0.02737, -0.72025], [-1.59660, -1.41981, 0.76594], [-0.52483, -1.46678, 0.70027], [1.09332, -0.00948, 1.78725], [2.42123, -0.27510, 0.64082], [1.42848, 1.22377, -0.99341], [1.34025, 2.09570, 0.54856], [-0.88574, 2.03301, -0.78289], [-1.02449, 1.38720, 0.84917], [-0.57349, -0.42725, -1.59340], [-2.15721, -0.06513, -0.77117], [-1.90015, -2.21081, 0.29586]],
  "forces_ev_per_angstrom": [[0.0, 0.0, 0.1], [0.2, 0.2, 0.1], [0.0, 0.1, -0.1], [0.0, -0.2, 0.1], [0.0, 0.4, -0.2], [-0.1, -0.3, -0.1], [0.1, 0.1, -0.1], [0.0, -0.1, -0.2], [-0.2, 0.0, 0.0], [-0.1, 0.0, 0.1], [0.0, -0.1, -0.1], [0.0, -0.1, 0.0], [0.0, 0.0, -0.1], [0.0, 0.0, 0.1], [0.2, -0.1, 0.1], [0.0, 0.1, 0.2]],
  "de_lowest_kj_mol": 371.2
}

---

(3)
{
  "formula": "C25H54BN4O10",
  "method": "ωB97M-V/def2-TZVPD",
  "symbols": ["O", "C", "O", "C", "C", "C", "N", "C", "B", "O", "O", "C", "C", "H", "H", "H", "H", "H", "H", "H", "H", "H", "C", "O", "C", "C", "N", "C", "C", "O", "C", "H", "H", "H", "H", "H", "H", "H", "H", "H", "H", "H", "H", "H", "H", "H", "C", "O", "C", "C", "N", "C", "C", "O", "C", "H", "H", "H", "H", "H", "H", "H", "H", "H", "H", "H", "H", "H", "H", "H", "C", "O", "C", "C", "N", "C", "C", "O", "C", "H", "H", "H", "H", "H", "H", "H", "H", "H", "H", "H", "H", "H", "H", "H"],
  "positions_angstrom": [[2.94619, 3.94248, -1.74782], [2.21341, 3.02109, -1.91929], [2.64030, 1.82338, -2.34434], [0.73721, 3.14873, -1.69539], [0.30373, 4.04333, -0.72612], [-1.04429, 4.13679, -0.45902], [-1.93597, 3.40120, -1.14605], [-3.36539, 3.44727, -0.77747], [-4.41128, 3.47509, -2.00292], [-5.02996, 4.62449, -2.38503], [-4.68481, 2.27670, -2.60476], [-1.53855, 2.56046, -2.12266], [-0.19782, 2.41199, -2.41456], [2.10010, 1.09739, -2.00923], [1.01456, 4.63760, -0.17709], [-1.42845, 4.77837, 0.31402], [-3.49424, 2.55245, -0.17568], [-3.50903, 4.32188, -0.15547], [-4.49145, 5.32921, -2.75197], [-5.62113, 2.05050, -2.63402], [-2.30218, 1.99269, -2.62781], [0.10641, 1.72888, -3.18956], [5.51874, -0.75071, 4.19556], [5.80510, 0.63315, 4.17795], [6.25994, 1.13051, 2.92708], [5.24889, 2.08291, 2.33297], [4.04245, 1.37235, 1.92430], [2.93611, 2.22771, 1.52988], [2.31031, 3.12859, 2.58980], [1.63697, 2.44183, 3.62281], [2.43771, 2.03336, 4.72234], [5.29667, -1.01894, 5.22637], [4.65455, -1.00540, 3.57011], [6.37692, -1.33918, 3.85867], [6.46919, 0.30796, 2.23748], [7.19288, 1.67252, 3.10102], [5.68566, 2.57210, 1.45787], [5.04889, 2.85763, 3.08609], [3.74003, 0.77915, 2.68686], [2.14533, 1.56966, 1.14584], [3.27107, 2.85961, 0.69921], [1.54701, 3.74120, 2.09362], [3.04224, 3.82622, 3.01246], [3.26776, 2.72265, 4.89080], [2.83662, 1.02473, 4.58700], [1.80119, 2.03034, 5.60628], [-0.04684, -2.74106, 0.99381], [-0.33007, -2.32614, 2.31580], [0.71131, -1.58900, 2.94172], [0.27602, -0.15520, 3.13808], [0.15728, 0.51129, 1.84672], [-0.46262, 1.82376, 1.88683], [-1.93633, 1.92163, 2.27120], [-2.80798, 1.31753, 1.31961], [-3.07207, -0.07184, 1.49854], [-0.86788, -3.37144, 0.66304], [0.03202, -1.89051, 0.30552], [0.88126, -3.31910, 0.94629], [1.62822, -1.63404, 2.34672], [0.91489, -2.04248, 3.91471], [1.01027, 0.37798, 3.74812], [-0.67211, -0.17505, 3.69384], [-0.37477, -0.08393, 1.22563], [-0.36815, 2.25016, 0.87870], [0.12597, 2.46096, 2.55250], [-2.19762, 2.98572, 2.28613], [-2.14802, 1.53702, 3.27292], [-3.05211, -0.34496, 2.55413], [-2.36379, -0.69985, 0.95423], [-4.06884, -0.26708, 1.10392], [0.13830, -2.65505, -2.57754], [-1.09829, -3.06381, -2.03362], [-2.22892, -2.37342, -2.54890], [-3.10552, -3.27992, -3.38005], [-2.44517, -3.64033, -4.62426], [-3.13810, -4.65562, -5.41382], [-3.26936, -6.05219, -4.82216], [-2.04101, -6.73572, -4.68625], [-1.33600, -6.51630, -3.48241], [0.92201, -3.16123, -2.01670], [0.23790, -2.91945, -3.63496], [0.27831, -1.57146, -2.47306], [-1.90999, -1.50719, -3.13922], [-2.80854, -2.00970, -1.69309], [-4.03484, -2.75170, -3.61424], [-3.36359, -4.15066, -2.76070], [-1.51356, -3.97556, -4.41447], [-2.60484, -4.74939, -6.36190], [-4.14001, -4.28340, -5.64919], [-3.86620, -6.64411, -5.51978], [-3.80952, -6.05160, -3.86689], [-2.01664, -6.32491, -2.64756], [-0.62796, -5.68423, -3.56088], [-0.76613, -7.41934, -3.26715]],
  "forces_ev_per_angstrom": [[0.1, 0.2, -0.1], [0.1, -0.2, 0.0], [0.3, 0.0, 0.0], [-0.3, 0.1, 0.2], [-0.2, -0.1, -0.3], [0.2, -0.1, -0.3], [0.2, 0.1, -0.3], [0.2, 0.1, -0.3], [0.2, 0.0, -0.2], [-0.1, -0.3, -0.3], [-0.2, -0.2, 0.9], [0.4, 0.0, 0.3], [-0.1, 0.2, 0.3], [-0.1, 0.0, -0.1], [0.1, 0.1, 0.1], [-0.2, 0.1, 0.1], [-0.3, -0.1, 0.2], [0.0, 0.1, 0.1], [-0.1, 0.3, 0.3], [-0.1, 0.1, -0.7], [-0.2, 0.0, 0.0], [0.0, -0.1, -0.1], [0.1, 0.0, 0.1], [-0.2, -0.1, 0.0], [0.2, 0.1, 0.0], [-0.1, 0.0, 0.0], [0.0, 0.1, 0.1], [-0.2, -0.2, -0.3], [0.4, 0.4, -0.2], [0.6, 0.2, 0.5], [0.0, 0.1, 0.2], [0.0, 0.0, 0.0], [0.0, 0.0, 0.0], [0.0, 0.0, 0.0], [0.0, 0.0, 0.0], [0.0, 0.0, 0.0], [0.0, 0.0, 0.0], [0.1, 0.1, 0.0], [0.0, -0.1, 0.0], [0.1, 0.1, 0.1], [0.1, 0.1, 0.1], [0.1, 0.0, 0.0], [0.0, 0.0, 0.0], [0.0, 0.0, 0.0], [0.1, 0.0, 0.0], [0.0, 0.0, 0.0], [-0.1, -0.1, 0.1], [0.0, 0.0, -0.2], [-0.1, 0.0, 0.1], [0.1, -0.1, 0.1], [-0.2, -0.1, 0.0], [-0.2, 0.2, -0.2], [0.1, 0.0, -0.1], [0.0, -0.1, 0.0], [-0.1, 0.1, 0.0], [0.0, 0.0, 0.0], [0.1, 0.0, 0.0], [0.0, 0.0, 0.0], [0.0, 0.0, 0.0], [0.0, 0.0, 0.0], [-0.3, -0.2, -0.2], [0.0, 0.0, 0.0], [0.0, -0.1, 0.0], [0.0, -0.2, 0.2], [-0.6, -0.3, -0.1], [-0.1, 0.0, 0.0], [0.1, -0.1, 0.0], [0.0, 0.0, 0.0], [0.1, 0.0, 0.1], [0.0, 0.0, 0.0], [0.0, -0.1, 0.1], [0.1, 0.1, -0.1], [-0.1, 0.1, 0.2], [0.1, -0.1, -0.1], [0.0, 0.0, 0.1], [0.1, 0.1, -0.1], [-0.2, -0.1, 0.0], [0.1, 0.0, 0.0], [0.0, -0.1, 0.0], [0.0, 0.0, 0.0], [0.0, 0.1, 0.0], [0.0, 0.0, 0.0], [0.0, 0.0, -0.1], [0.0, 0.0, 0.0], [0.0, 0.0, 0.0], [-0.1, 0.0, 0.0], [0.0, 0.0, 0.0], [0.0, 0.0, 0.0], [0.0, 0.0, 0.0], [0.0, 0.0, 0.0], [0.0, 0.1, 0.0], [0.0, 0.0, 0.0], [0.0, 0.0, 0.0], [0.0, 0.0, 0.0]],
  "total_charge": 1
}

---

no.,HOMO (eV)
1,-9.182
2,-8.809
3,-10.521